# 1
Here is a molecular structure, C37H64ClF3IO6P from the Open Molecules 2025 dataset. Energies are from ωB97M-V/def2-TZVPD.

LUMO level: -0.445 eV

Last column: Mulliken charge in e.
Cartesian coordinates (Å):
C -5.895 -4.001 3.314  -1.21
C -4.983 -4.373 2.157  -0.22
O -4.518 -3.149 1.547  -0.28
P -3.266 -3.239 0.570  0.73
O -3.080 -4.547 -0.082  -0.84
C -1.877 -2.784 1.614  0.47
C -2.166 -1.621 2.574  -0.65
C -0.971 -1.184 3.426  -1.85
C 0.222 -0.478 2.763  0.80
C -0.173 0.133 1.401  0.31
C 0.200 -0.320 0.138  0.43
C -0.178 0.370 -1.008  -1.53
C -0.951 1.511 -0.916  -0.80
C -1.369 1.946 0.334  -1.00
C -0.983 1.266 1.471  -0.37
O 0.590 0.694 3.567  -0.52
C 1.737 1.156 3.002  0.51
O 1.967 2.318 2.856  -0.59
C 2.587 -0.047 2.579  -1.07
I 4.220 0.047 4.045  0.18
C 3.292 -0.018 1.220  -0.55
C 3.723 1.365 0.730  -0.86
C 4.200 1.269 -0.703  0.82
F 3.150 1.288 -1.564  -0.25
F 5.002 2.300 -1.034  -0.30
F 4.886 0.135 -0.967  -0.30
C 1.600 -1.248 2.838  2.22
Cl 1.742 -1.707 4.586  -0.20
C 1.770 -2.530 2.040  -1.04
C 2.936 -3.439 2.453  -1.03
C 3.208 -4.494 1.374  -0.88
C 2.075 -5.517 1.292  -0.31
O 2.502 -6.768 0.797  -0.46
C 2.447 -6.856 -0.612  -0.64
O -3.574 -2.012 -0.384  -0.37
C -2.932 -1.971 -1.680  0.44
C -3.978 -1.759 -2.766  -1.45
H -6.532 -4.853 3.551  0.39
H -6.497 -3.131 3.067  0.29
H -5.304 -3.787 4.205  0.28
H -5.505 -4.959 1.405  0.37
H -4.130 -4.944 2.529  0.30
H -1.694 -3.686 2.208  0.45
H -0.994 -2.606 1.000  -0.37
H -2.905 -1.991 3.287  0.53
H -2.643 -0.787 2.060  0.36
H -0.620 -2.061 3.967  0.54
H -1.342 -0.491 4.184  0.37
H 0.785 -1.211 0.023  -0.13
H 0.153 0.016 -1.975  1.11
H -1.221 2.051 -1.814  0.53
H -1.987 2.830 0.409  0.37
H -1.301 1.637 2.437  0.64
H 4.188 -0.633 1.300  0.65
H 2.678 -0.483 0.455  0.10
H 2.912 2.085 0.740  0.38
H 4.560 1.729 1.325  0.21
H 1.882 -2.316 0.982  0.43
H 0.847 -3.098 2.185  0.48
H 3.835 -2.848 2.634  0.42
H 2.675 -3.965 3.371  0.54
H 3.368 -4.011 0.408  0.33
H 4.096 -5.051 1.677  0.40
H 1.239 -5.143 0.687  0.29
H 1.681 -5.703 2.296  0.28
H 2.971 -7.762 -0.907  0.28
H 2.928 -5.994 -1.086  0.27
H 1.408 -6.901 -0.956  0.27
H -2.244 -1.129 -1.658  -0.25
H -2.351 -2.877 -1.846  0.45
H -4.240 -2.680 -3.281  0.33
H -3.607 -1.038 -3.496  0.38
H -4.863 -1.313 -2.315  0.33
C -1.519 4.974 2.770  -0.69
C -1.409 6.473 3.029  -0.51
C -2.761 7.174 3.143  -0.81
C -3.631 7.097 1.887  -0.69
C -2.982 7.658 0.623  -0.31
C -2.642 9.142 0.721  -1.23
H -2.008 4.768 1.816  0.00
H -0.532 4.510 2.741  0.31
H -2.095 4.485 3.560  0.33
H -0.810 6.935 2.240  0.27
H -0.857 6.632 3.959  0.39
H -2.596 8.221 3.411  0.33
H -3.318 6.736 3.978  0.36
H -4.564 7.637 2.077  0.40
H -3.919 6.057 1.706  0.30
H -3.668 7.505 -0.214  0.37
H -2.078 7.092 0.382  0.23
H -3.535 9.731 0.941  0.29
H -2.224 9.509 -0.218  0.39
H -1.908 9.338 1.503  0.29
C 1.511 -1.332 -7.681  -1.19
C 2.694 -1.589 -6.752  -0.47
C 2.381 -1.330 -5.280  -0.71
C 1.987 0.111 -4.952  0.25
C 3.023 1.166 -5.338  -0.62
C 4.355 0.994 -4.615  -0.68
H 1.199 -0.287 -7.657  0.28
H 1.766 -1.574 -8.713  0.38
H 0.654 -1.947 -7.397  0.29
H 3.546 -0.980 -7.067  0.23
H 3.011 -2.630 -6.860  0.39
H 3.247 -1.617 -4.677  0.32
H 1.566 -1.993 -4.969  0.43
H 1.798 0.183 -3.875  -0.48
H 1.037 0.350 -5.440  0.43
H 2.614 2.151 -5.099  0.39
H 3.185 1.160 -6.420  0.32
H 4.206 1.017 -3.538  -0.23
H 5.047 1.795 -4.877  0.42
H 4.837 0.049 -4.872  0.32

Atoms 1-2, force components in eV/Å:
0.3 -0.2 0.0
-0.2 0.2 0.3

---

# 2
Here is a molecular structure, C37H64F6O21Pb at a distorted geometry from the Open Molecules 2025 dataset. Energies are from ωB97M-V/def2-TZVPD.

LUMO level: -4.255 eV

Last column: Mulliken charge in e.
Cartesian coordinates (Å):
Pb 5.265 -0.985 1.761  1.23
C 1.005 0.707 0.432  0.20
O 1.364 -0.618 -0.066  -0.30
O 2.167 1.090 1.063  -0.75
C 0.310 1.720 -0.600  0.70
F 0.689 1.660 -1.898  -0.29
F -1.003 1.557 -0.588  -0.25
F 0.484 2.994 -0.272  -0.26
C 0.191 -1.448 -0.383  -0.06
C 0.540 -2.900 -0.259  -1.20
H -0.267 -3.608 -0.071  0.36
H 1.069 -3.333 -1.108  0.25
H 1.232 -2.943 0.581  0.26
H -0.210 -1.090 -1.332  0.31
H -0.569 -1.458 0.398  0.22
H 0.299 0.769 1.261  0.17
C 4.006 -4.626 4.974  -0.10
O 3.460 -3.350 5.225  -0.17
O 4.752 -4.259 3.842  -0.72
C 4.878 -5.211 6.185  0.74
F 5.638 -4.359 6.888  -0.25
F 3.988 -5.639 7.116  -0.29
F 5.604 -6.307 5.918  -0.26
C 2.253 -3.348 6.121  -0.39
C 1.585 -1.993 5.710  -1.03
H 2.200 -1.174 6.085  0.22
H 1.642 -1.729 4.654  0.23
H 0.573 -1.980 6.116  0.37
H 2.439 -3.468 7.188  0.35
H 1.569 -4.188 6.000  0.37
H 3.196 -5.282 4.655  0.33
C 6.231 3.675 5.002  -0.58
O 6.085 3.066 6.329  -0.33
C 5.879 1.804 6.486  0.89
O 5.489 0.987 5.670  -0.61
O 5.941 1.495 7.774  -0.34
C 5.704 0.194 8.291  -0.65
H 5.341 3.359 4.457  0.29
H 7.184 3.398 4.550  0.27
H 6.203 4.763 5.061  0.22
H 4.621 0.280 8.380  0.27
H 5.985 -0.122 9.295  0.27
H 5.902 -0.540 7.509  0.31
C -6.182 -5.765 0.587  -0.69
O -6.494 -4.945 -0.574  -0.30
C -5.500 -4.456 -1.352  0.75
O -4.350 -4.951 -1.402  -0.57
O -5.939 -3.330 -2.026  -0.27
C -5.337 -2.814 -3.114  -0.62
H -6.527 -5.436 1.567  0.29
H -5.163 -6.130 0.714  0.32
H -6.793 -6.664 0.509  0.27
H -5.695 -1.815 -3.363  0.24
H -5.414 -3.559 -3.907  0.29
H -4.271 -2.638 -2.967  0.29
C 3.670 5.187 -9.682  -0.62
O 2.802 4.690 -8.615  -0.30
C 1.555 4.315 -8.850  0.74
O 1.038 4.219 -9.969  -0.57
O 1.034 4.014 -7.630  -0.26
C -0.383 3.841 -7.430  -0.61
H 4.642 5.327 -9.209  0.22
H 3.268 6.149 -9.998  0.30
H 3.774 4.567 -10.573  0.29
H -0.643 2.881 -7.876  0.27
H -0.911 4.583 -8.030  0.31
H -0.605 3.959 -6.370  0.22
C 2.324 -8.951 -2.231  -0.64
C 1.354 -9.975 -2.950  -0.53
C 0.094 -9.662 -2.226  -0.37
O 0.493 -9.057 -1.017  -0.42
C 1.938 -8.996 -0.844  -0.25
H 2.075 -7.993 -2.688  0.24
H 3.370 -9.168 -2.449  0.37
H 1.734 -10.981 -2.768  0.29
H 1.193 -9.752 -4.004  0.29
H -0.630 -10.441 -1.989  0.25
H -0.459 -8.892 -2.764  0.23
H 2.379 -9.870 -0.365  0.29
H 2.206 -8.019 -0.442  0.25
C -2.493 8.582 -1.671  -0.44
C -3.228 9.757 -2.181  -0.48
C -4.038 9.167 -3.307  -0.50
O -3.292 7.959 -3.770  -0.43
C -2.651 7.374 -2.549  -0.35
H -2.842 8.377 -0.659  0.19
H -1.433 8.756 -1.482  0.29
H -2.500 10.502 -2.502  0.27
H -3.924 10.122 -1.426  0.28
H -4.290 9.976 -3.993  0.36
H -4.915 8.736 -2.825  0.29
H -1.680 7.028 -2.904  0.28
H -3.182 6.581 -2.021  0.25
O -1.752 6.632 7.202  -0.60
C -1.603 6.318 6.040  0.53
O -0.460 6.011 5.474  -0.33
C -0.696 5.702 4.109  -0.51
C -2.104 6.105 3.793  -0.38
C -2.678 5.861 5.119  -0.29
H -0.576 4.632 3.942  0.32
H 0.037 6.284 3.551  0.31
H -2.414 5.413 3.009  0.27
H -2.097 7.168 3.550  0.27
H -2.689 4.810 5.405  0.11
H -3.611 6.376 5.351  0.30
O -7.547 2.238 3.004  -0.65
C -6.466 1.587 3.162  0.45
O -5.447 1.924 3.905  -0.30
C -4.531 0.864 4.048  -0.30
C -5.102 -0.389 3.417  -0.48
C -6.312 0.209 2.593  -0.30
H -4.441 0.738 5.127  0.30
H -3.594 1.061 3.527  0.25
H -5.420 -1.009 4.255  0.23
H -4.360 -0.930 2.830  0.29
H -7.229 -0.378 2.649  0.32
H -6.080 0.576 1.593  0.19
O 2.240 -4.934 -7.323  -0.61
C 2.164 -3.740 -7.093  0.44
O 1.817 -3.288 -5.878  -0.33
C 1.973 -1.874 -5.821  -0.32
C 2.486 -1.344 -7.077  -0.39
C 2.450 -2.587 -8.033  -0.32
H 2.611 -1.744 -4.946  0.29
H 1.002 -1.413 -5.637  0.23
H 3.492 -0.941 -6.956  0.28
H 1.862 -0.590 -7.558  0.19
H 3.429 -2.727 -8.493  0.27
H 1.556 -2.575 -8.656  0.27

Atoms 1-2, force components in eV/Å:
-1.6 -0.3 0.7
2.9 -0.1 1.3

---

Number 1: gap between HOMO and LUMO 8.98 eV, HOMO -9.42 eV, calculated total energy -3298.61721 Eh. Number 2: gap between HOMO and LUMO 4.12 eV, HOMO -8.38 eV, calculated total energy -3819.79929 Eh.